The following is a quantum chemistry calculation of a single ClH2PS molecule at a distorted geometry, from OMol25.

Structure (XYZ):
```
5
Properties=species:S:1:pos:R:3:forces:R:3:nbo_charge:R:1
S 1.51704 -0.65291 1.13352 -0.258 1.185 -0.757 -0.476
P 0.04977 0.08810 0.05303 -0.152 -2.243 0.888 0.745
Cl 0.15740 1.09495 -1.76689 -0.031 -0.243 1.184 -0.236
H -0.69145 -1.04974 -0.27054 0.020 0.037 -0.978 -0.035
H -1.03276 0.51960 0.85088 0.420 1.264 -0.337 0.002
```
Positions in Å, forces in eV/Å.

* strongest force on any atom: 2.4 eV Å⁻¹
* HOMO level: -9.26 eV
* total energy: -32678.849 eV
* relative energy (zero: lowest compared OMol25 entry of this formula, charge and spin): 40.2 kJ/mol
* gap between HOMO and LUMO: 8.725 eV